[1]
CH14CdO10 | the ωB97M-V functional and the def2-TZVPD basis

```
26
Properties=species:S:1:pos:R:3:forces:R:3
Cd -0.14158 0.10615 0.11604 0.0498 0.6378 0.5624
C 0.49142 1.88515 -1.53096 -6.3032 8.3722 -1.8555
O 0.01942 2.89015 -2.35496 3.1503 -3.8504 2.1385
O 0.32842 0.67315 -1.87296 0.6592 -2.2474 -1.1230
O 0.51242 2.20215 -0.25496 1.1673 -1.2947 -0.2547
O 1.50042 -1.59785 -0.15196 0.0407 0.0484 -1.3265
H 1.52842 -2.46085 0.22004 0.0040 -1.1429 0.8097
H 1.48142 -1.78385 -1.11296 0.5380 0.7897 0.4139
O 2.84142 0.27315 -1.94696 0.6732 -0.0866 0.0276
H 3.07342 1.01515 -1.38996 0.6552 0.2128 0.2944
H 1.89642 0.48915 -2.04696 -0.3311 -0.6591 -0.5703
O -1.21258 -1.71385 -1.37596 -0.9894 0.4941 0.7214
H -0.70458 -2.41385 -1.72596 1.2508 -1.0696 -0.8079
H -2.10058 -2.05385 -1.47396 -0.5885 0.1161 -0.0061
O -2.50858 0.42915 -0.19096 -1.0871 -0.6355 -1.6448
H -2.88458 1.29315 -0.01396 0.1620 0.3559 0.2927
H -2.84758 0.24515 -1.10896 0.8091 0.2896 1.1470
O -1.24758 1.43415 1.99704 0.0047 -0.4171 2.0745
H -1.14258 1.23615 2.96504 -0.3336 0.2101 -1.3798
H -1.37158 2.38715 1.97804 0.2952 0.2790 -0.3816
O 1.57942 0.52715 1.70204 0.7330 -0.8769 0.3215
H 2.26842 -0.11485 1.93104 -0.0354 0.1227 -0.3490
H 1.27442 0.84015 2.54504 -0.2642 0.6167 0.5270
O -0.83058 -1.57285 1.55504 -0.1350 -0.7390 0.8715
H -0.49758 -1.91085 2.40504 -0.1676 0.2635 -0.4971
H -1.30558 -2.30385 1.13804 0.0425 0.2107 -0.0057
```
Positions in Å, forces in eV/Å.

Computed properties:
HOMO energy   -5.99 eV
DFT total energy   -26301.8704 eV
Lowest unoccupied orbital energy   -1.04 eV
Charge   0

Atom charges from the Mulliken analysis, given in e for atoms 1 to 6: 1.71 0.75 -0.79 -0.97 -0.79 -0.47

[2]
CH14N2O4 | the ωB97M-V functional and the def2-TZVPD basis

```
21
Properties=species:S:1:pos:R:3:forces:R:3
N -2.03025 2.01534 2.40001 0.9571 0.0763 -0.2507
C -1.89749 1.03697 1.27639 0.0621 0.4234 1.1713
N -0.84268 1.36460 0.34535 -0.1303 0.1544 0.3003
H -1.27053 1.79360 3.05066 -0.4037 -0.1708 0.0294
H -1.66489 2.90708 2.05898 -0.5431 0.0155 -0.2155
H -1.60731 0.11977 1.78527 -0.2865 -0.3253 -0.2742
H -2.89428 0.91177 0.84527 0.1798 0.0253 -0.2158
H -1.13888 1.84008 -0.49211 0.0635 -0.2249 -0.1301
H -0.26390 0.56732 0.15474 0.1262 0.0177 -0.4276
H 3.80453 -2.88520 -1.57941 0.0435 0.0361 0.1523
H 4.30391 -2.81201 -0.12624 0.0343 0.0119 -0.0864
O 3.50856 -2.88894 -0.66252 -0.1009 -0.0030 0.0018
H 2.64983 -1.06025 1.54893 0.1487 0.3338 0.2911
H 2.49471 0.00492 2.66736 0.0418 -0.1476 -0.1865
O 3.14756 -0.48726 2.15529 -0.1713 -0.2261 -0.1778
H -0.03862 2.73838 -3.56837 -0.0243 0.2055 0.2141
H -0.12337 3.69342 -2.34284 0.0765 -0.1766 -0.2754
O 0.40360 2.99246 -2.74895 -0.0805 -0.0299 0.0749
H -1.44770 -3.96592 -1.96417 -0.3764 0.0715 0.0602
H -2.68737 -4.07298 -2.84302 -0.0530 0.0064 0.0126
O -2.40543 -3.81312 -1.96065 0.4365 -0.0739 -0.0679
```
Positions in Å, forces in eV/Å.

Computed properties:
HOMO energy   -9.18 eV
DFT total energy   -12433.7259 eV
ΔE to the lowest compared entry with this formula, charge and spin   30.6 kcal per mole
Lowest unoccupied orbital energy   0.44 eV
Charge   0

Atom charges from the Mulliken analysis, given in e for atoms 1 to 6: -0.66 -0.30 -0.50 0.26 0.24 0.33

[3]
CH14N2O4 | the ωB97M-V functional and the def2-TZVPD basis

```
21
Properties=species:S:1:pos:R:3:forces:R:3
N -2.75639 -0.43049 0.10278 0.3386 1.9720 -0.1682
C -1.65533 -0.54860 -0.88810 0.0765 1.7926 2.4519
N -0.34661 0.02063 -0.43322 -0.5730 2.3433 1.4010
H -2.86823 0.57215 0.50078 0.4265 -1.9734 -1.4118
H -2.41821 -0.92607 0.88326 0.1329 -1.0367 1.3601
H -2.03628 -0.13400 -1.74859 -0.3233 1.5318 -2.1196
H -1.47267 -1.54192 -1.15292 -0.0248 -1.9071 0.2160
H -0.42414 0.28348 0.63132 0.1696 -0.4462 -2.8397
H 0.03058 0.87553 -0.95026 -0.9571 -1.6843 0.9057
H 1.78936 -2.13583 -0.31619 -1.8721 0.9527 2.8500
H 0.56965 -1.21834 0.02634 0.4561 0.0849 0.0651
O 1.18922 -1.82823 0.49546 2.2401 -1.6592 -2.6934
H -3.49605 -1.82764 2.77080 0.3874 0.4574 -0.5189
H -4.02864 -2.89248 3.60698 1.8281 -0.2568 -0.9487
O -3.21219 -2.70312 3.03924 -2.2651 -0.1952 1.4687
H 3.82054 0.48362 -1.82636 1.3611 -0.7862 -0.1420
H 3.09509 1.72149 -1.38558 -0.4336 -1.4783 -0.5218
O 2.94446 0.80849 -1.78089 -0.9557 2.2834 0.7162
H 3.82773 3.89737 0.28822 -0.8638 -1.2753 -2.5541
H 3.91186 4.03776 -1.24839 1.0302 1.5554 -1.7923
O 3.53626 3.48620 -0.61468 -0.1786 -0.2748 4.2756
```
Positions in Å, forces in eV/Å.

Computed properties:
HOMO energy   -9.16 eV
DFT total energy   -12432.9068 eV
ΔE to the lowest compared entry with this formula, charge and spin   49.5 kcal per mole
Lowest unoccupied orbital energy   0.37 eV
Charge   0

Atom charges from the Mulliken analysis, given in e for atoms 1 to 6: -0.64 -0.33 -0.69 0.25 0.22 0.37

no.,gap between HOMO and LUMO (eV)
1,5.0
2,9.6
3,9.5